Entry 1:
The ion C5H7N2 with charge +1. Source: the Open Molecules 2025 dataset; level of theory: wB97M-V/def2-TZVPD.

Calculated values
Gap between HOMO and LUMO (spin up / spin down)   0.33956 / 0.33953 Ha
2S+1   1
Lowest unoccupied orbital energy (spin up / spin down)   -0.1679 / -0.1679 Ha
Total charge   +1
Energy   -303.7951 Eh
SMILES string   [NH3+]C1=C=C=NCC1

```
14
Properties=species:S:1:pos:R:3:forces:R:3:nbo_charge:R:1
N -1.7528 1.1851 -0.1173 0.2 2.4 -2.4 -0.700
N 2.4590 -0.1948 -0.2035 -0.1 2.2 1.1 -0.263
C 0.7530 1.4755 0.0820 -1.0 2.1 0.5 -0.190
C 1.8945 0.8401 0.1512 -0.4 -1.6 -1.8 0.466
C -0.3694 0.7834 0.0198 2.9 -2.3 1.4 0.085
C -0.1088 -0.7547 0.1140 -0.8 0.2 -1.5 -0.497
C 1.3566 -1.1843 0.0422 0.2 -1.3 -1.0 -0.239
H -1.8042 2.2390 -0.3170 0.3 -1.6 -0.4 0.470
H 1.4808 -1.9105 -0.7584 0.1 0.0 0.0 0.241
H -2.3482 1.1507 0.6917 -0.3 -1.1 0.8 0.454
H -0.4987 -1.2185 0.9790 -0.6 0.0 1.3 0.242
H 1.6014 -1.6730 0.9439 0.5 -0.6 1.0 0.234
H -0.5869 -1.3434 -0.6906 -0.3 0.7 0.0 0.231
H -2.0764 0.6053 -0.9371 -0.6 1.0 1.0 0.464
```
Forces are in eV/Å.


Entry 2:
A structure of composition C5H7N2. Source: the Open Molecules 2025 dataset; level of theory: wB97M-V/def2-TZVPD.

Calculated values
Gap between HOMO and LUMO   0.35635 Ha
2S+1   1
Lowest unoccupied orbital energy   -0.2515 Ha
Total charge   +1
Energy   -303.8007 Eh

```
14
Properties=species:S:1:pos:R:3:forces:R:3:nbo_charge:R:1
N -1.7146 1.1220 -0.0491 0.4 -0.4 0.6 -0.424
N -1.6712 -1.2721 -0.1739 -2.6 0.9 -0.5 -0.324
C 0.5190 -1.6357 0.5790 1.4 2.4 1.5 -0.616
C -0.4113 0.8240 -0.0846 -0.1 0.3 -1.6 0.431
C -2.1117 -0.1507 -0.0852 2.3 -0.8 -0.5 0.772
C -0.2165 -0.7048 -0.3315 -0.2 -0.6 -1.5 -0.076
C 0.7261 1.7897 -0.2037 -2.4 1.2 0.8 -0.720
H 0.4510 2.6300 0.5126 1.1 -1.3 0.1 0.306
H 1.5499 -1.0916 0.6150 -1.4 -1.7 0.6 0.248
H -0.0575 -1.6564 1.5278 1.0 0.5 0.0 0.249
H 0.5065 -2.6730 0.3189 0.4 -0.3 -1.0 0.275
H 1.6054 1.1806 -0.1100 0.8 0.6 0.4 0.257
H 0.7311 2.4760 -1.0735 -0.1 -1.1 -0.4 0.313
H 0.0939 -0.8381 -1.4418 -0.8 0.3 1.6 0.308
```
Forces are in eV/Å.


Entry 3:
The ion C5H7N2 with charge +1. Source: the Open Molecules 2025 dataset; level of theory: wB97M-V/def2-TZVPD.

Calculated values
Gap between HOMO and LUMO (spin up / spin down)   0.26486 / 0.29749 Ha
2S+1   1
Lowest unoccupied orbital energy (spin up / spin down)   -0.2227 / -0.2016 Ha
Total charge   +1
Energy   -303.7338 Eh

```
14
Properties=species:S:1:pos:R:3:forces:R:3:nbo_charge:R:1
N -1.6559 -0.2653 -0.6075 1.0 2.0 1.5 -0.669
N 1.1727 3.1730 1.2206 1.2 0.5 0.4 -0.220
C -0.8698 0.7539 0.1007 1.7 0.5 1.1 0.090
C 0.7372 -0.1007 0.1387 -1.2 -1.5 4.4 -0.570
C -0.9236 1.9742 0.4629 -0.1 0.1 0.0 -0.081
C 0.1365 2.7622 0.9481 -2.4 -2.0 -1.2 0.232
C 1.8239 0.6324 0.5989 -1.9 -1.0 -1.0 -0.042
H -2.3592 0.2291 -1.0562 -1.6 1.3 -2.2 0.459
H 2.0959 0.8147 1.5667 0.6 0.1 2.4 0.223
H 2.4126 0.9662 -0.1657 1.8 1.3 -1.5 0.205
H 0.4132 -1.0284 0.8069 0.6 2.0 -1.1 0.265
H -0.9485 -0.6800 -1.1679 0.0 -1.1 -1.4 0.454
H 0.8299 -0.3474 -0.8433 0.4 -0.8 -2.9 0.204
H -2.1946 -0.8992 -0.0752 -0.1 -1.5 1.5 0.451
```
Forces are in eV/Å.


Entry 4:
The ion C5H7N2 with charge +1. Source: the Open Molecules 2025 dataset; level of theory: wB97M-V/def2-TZVPD.

Calculated values
Gap between HOMO and LUMO (spin up / spin down)   0.26283 / 0.23180 Ha
2S+1   1
Lowest unoccupied orbital energy (spin up / spin down)   -0.2479 / -0.2666 Ha
Total charge   +1
Energy   -303.7897 Eh

```
14
Properties=species:S:1:pos:R:3:forces:R:3:nbo_charge:R:1
N 1.2404 1.3007 0.3384 -3.2 -1.0 1.3 -0.516
N -0.5222 -0.4981 -0.1456 0.4 1.4 -0.8 -0.176
C -1.7340 -0.3018 0.3123 -0.6 -0.1 2.2 -0.046
C 2.0947 0.4517 -0.0227 0.8 1.6 -0.1 0.054
C 1.8118 -0.9458 -0.1947 -2.0 3.7 0.8 -0.102
C 0.4750 -1.2736 -0.0887 -1.2 -4.6 -0.4 0.094
C -2.5334 0.6277 -0.2658 -1.6 0.5 0.3 -0.117
H 1.2322 2.3052 0.4882 1.1 -0.2 -0.7 0.412
H -2.4323 1.0693 -1.2136 1.2 0.1 -1.3 0.217
H 3.0284 0.9082 -0.2234 1.7 -0.6 -0.5 0.213
H 2.5588 -1.5838 -0.3896 2.4 -2.5 -0.6 0.241
H -1.9517 -0.7151 1.3342 0.0 0.5 -1.0 0.234
H 0.1732 -2.4299 -0.0663 0.8 2.2 0.1 0.260
H -3.4410 1.0853 0.1375 0.2 -0.9 0.7 0.232
```
Forces are in eV/Å.


Entry 5:
A cluster of 2 separate species, C5H7N2 in total. Source: the Open Molecules 2025 dataset; level of theory: wB97M-V/def2-TZVPD.

Calculated values
Gap between HOMO and LUMO   0.23256 Ha
2S+1   1
Lowest unoccupied orbital energy   -0.2251 Ha
Total charge   +1
Energy   -303.8448 Eh

```
14
Properties=species:S:1:pos:R:3:forces:R:3:nbo_charge:R:1
N 0.9872 -0.8430 0.7757 -2.2 0.1 2.0 -0.510
N -1.8270 -0.1706 -1.1273 -4.7 -1.1 3.9 -0.344
C 1.1639 0.7369 -0.7453 -0.5 1.4 0.5 -0.366
C 0.4211 1.3201 0.4093 1.1 -2.4 -0.9 -0.331
C 1.4453 -0.5640 -0.4277 1.3 0.4 -1.6 -0.055
C 0.2649 0.2303 1.2860 -2.0 0.2 0.8 -0.090
C -2.5948 -0.4135 -0.2929 1.8 -2.5 -1.1 0.461
H 1.0328 -1.6720 1.3351 0.3 -0.5 -0.4 0.431
H 1.5755 1.1812 -1.6781 -0.5 0.0 1.1 0.253
H 0.2473 2.3628 0.5895 -0.6 0.1 -0.1 0.254
H -1.1032 0.2501 -1.6020 2.6 1.4 -1.6 0.493
H 2.0991 -1.1787 -1.0173 0.0 -0.5 0.2 0.240
H -3.0851 -1.1929 0.4256 0.4 2.2 -1.2 0.346
H -0.6269 -0.0467 2.0696 3.0 1.2 -1.5 0.218
```
Forces are in eV/Å.


Entry 6:
The ion C5H7N2 with charge +1. Source: the Open Molecules 2025 dataset; level of theory: wB97M-V/def2-TZVPD.

Calculated values
Gap between HOMO and LUMO   0.40981 Ha
2S+1   1
Lowest unoccupied orbital energy   -0.1950 Ha
Total charge   +1
Energy   -303.8626 Eh
SMILES string   C=[N+]=C[C@@H](C)C#N

```
14
Properties=species:S:1:pos:R:3:forces:R:3:nbo_charge:R:1
N -1.1581 -1.0869 -0.1161 -2.3 0.1 0.0 -0.293
N -1.4139 1.4966 -0.1600 0.2 0.5 0.3 -0.302
C -0.3454 1.2170 0.1789 -0.3 0.6 -0.5 0.408
C 2.0207 0.4732 -0.3324 -0.6 2.6 -2.0 -0.599
C -0.0207 -1.0408 0.3378 1.1 -1.2 -0.5 0.231
C 0.7384 0.3031 0.4733 -0.5 0.7 0.8 -0.381
C -2.2609 -0.4119 -0.2197 -0.3 -1.9 -1.6 0.092
H 0.3321 -2.0510 0.5731 1.0 0.6 0.2 0.271
H 0.9157 0.3900 1.5373 0.4 0.0 0.5 0.290
H -2.8103 -0.4653 -1.1979 0.8 0.6 0.9 0.273
H -2.8573 -0.4547 0.6777 -0.2 0.8 0.3 0.255
H 2.5914 -0.4032 -0.1622 1.2 -0.4 0.1 0.241
H 1.7121 0.5015 -1.4328 0.6 -0.2 1.3 0.237
H 2.5563 1.5324 -0.1570 -1.1 -2.8 0.0 0.277
```
Forces are in eV/Å.


Entry 7:
The ion C5H7N2O with charge +1. Source: the Open Molecules 2025 dataset; level of theory: wB97M-V/def2-TZVPD.

Calculated values
Gap between HOMO and LUMO   0.36362 Ha
2S+1   1
Lowest unoccupied orbital energy   -0.1597 Ha
Total charge   +1
Energy   -379.0993 Eh
SMILES string   C/[NH+]=C/NC#CC=O

```
15
Properties=species:S:1:pos:R:3:forces:R:3:nbo_charge:R:1
O -0.1220 -0.7056 2.5549 -0.8 0.4 0.5 -0.487
N 0.7018 0.0796 -1.5536 -0.9 0.3 2.5 -0.456
N -1.4111 0.7600 -0.7230 0.1 -0.7 2.3 -0.560
C 2.0534 -0.3001 -1.2483 0.6 -3.7 -0.6 -0.429
C -2.0026 0.5723 0.5077 -0.6 -0.2 1.1 0.186
C -0.1580 0.3222 -0.6053 1.5 0.3 -1.4 0.412
C -1.9616 0.1699 1.6542 -0.1 0.7 -1.2 -0.070
C -1.2803 -0.4060 2.8045 1.3 -0.7 -1.0 0.367
H 2.6676 0.5337 -1.1461 1.1 1.5 0.2 0.230
H 0.2316 0.2052 0.3967 -0.3 -0.3 0.3 0.256
H 2.4777 -0.9601 -2.1218 -0.9 1.2 1.8 0.251
H 2.0214 -0.9039 -0.2892 0.3 0.7 -1.2 0.241
H 0.4338 0.2114 -2.4642 -0.6 0.3 -2.8 0.416
H -1.9213 1.0613 -1.5174 -0.2 0.2 -0.9 0.455
H -1.7302 -0.6400 3.7507 -0.5 0.1 0.5 0.188
```
Forces are in eV/Å.


Entry 8:
The ion C5H7N2O2 with charge -1. Source: the Open Molecules 2025 dataset; level of theory: wB97M-V/def2-TZVPD.

Calculated values
Gap between HOMO and LUMO (spin up / spin down)   0.16311 / 0.25989 Ha
⟨S²⟩   2.008
2S+1   3
Lowest unoccupied orbital energy (spin up / spin down)   0.1531 / 0.1106 Ha
Total charge   -1
Energy   -454.5522 Eh

```
16
Properties=species:S:1:pos:R:3:forces:R:3:nbo_charge:R:1
O 2.1537 3.5798 0.3654 1.6 0.8 -0.1 -0.726
O 0.0396 2.8779 0.4210 0.9 0.3 0.3 -0.777
N -0.3254 0.3230 0.1565 1.0 -0.4 -0.9 -0.220
N 1.0699 0.2668 0.5187 0.8 0.1 -0.4 -0.467
C -1.3029 0.5619 1.2008 1.9 -2.6 1.7 -0.426
C 1.2752 2.7550 0.1915 -1.4 -0.2 0.5 0.761
C 0.7756 1.1815 -1.5903 5.9 2.0 -4.1 -0.280
C 1.7049 1.3488 -0.4378 -2.5 -0.9 0.7 -0.238
C -0.4521 1.0465 -1.0502 -8.0 -2.2 1.8 -0.163
H -0.9069 0.2224 2.2119 -0.1 -0.1 -1.3 0.194
H 0.9668 1.7895 -2.5359 -0.3 -0.9 1.3 0.189
H 1.4706 -0.6539 0.1776 -1.0 1.4 0.3 0.333
H -1.5412 1.0392 -1.4877 2.6 0.2 0.7 0.186
H 2.7618 1.2177 -0.5587 0.4 0.0 -0.1 0.208
H -2.1569 -0.0638 0.9973 -0.7 0.4 -0.1 0.182
H -1.3799 1.5761 1.3752 -1.0 2.3 -0.3 0.243
```
Forces are in eV/Å.


Entry 9:
A cluster of 2 separate species, C5H7N2O3S in total. Source: the Open Molecules 2025 dataset; level of theory: wB97M-V/def2-TZVPD.

Calculated values
Gap between HOMO and LUMO (spin up / spin down)   0.31929 / 0.27057 Ha
2S+1   1
Lowest unoccupied orbital energy (spin up / spin down)   0.1226 / 0.1207 Ha
Total charge   -1
Energy   -928.0811 Eh

```
18
Properties=species:S:1:pos:R:3:forces:R:3:nbo_charge:R:1
S 2.4449 -1.2746 -0.2322 -0.9 0.0 -0.5 2.407
O 3.6186 -0.6114 0.2537 0.4 0.9 0.2 -1.003
O 1.7408 -2.0427 0.7763 -0.4 0.0 0.2 -1.028
O 2.6386 -1.9739 -1.4834 0.1 -0.5 -0.6 -1.015
N 0.0012 -0.3666 -1.1316 -3.9 -0.5 -2.2 -0.400
N -2.0614 -0.1421 -2.1090 1.6 1.1 0.2 -0.476
C 0.3467 1.0147 1.6035 2.2 2.5 -0.3 -0.554
C -0.9060 0.4470 -1.7786 -1.8 0.9 -0.6 0.141
C 1.2376 -0.0110 -0.7924 3.0 1.6 1.3 -0.237
C -1.9017 -1.4332 -1.7064 -0.4 -0.2 -0.2 -0.122
C -0.6835 -1.5765 -1.1267 1.6 -2.5 1.8 -0.091
H -0.4606 1.0497 0.9727 -2.1 0.5 -1.3 0.145
H -0.8131 1.5189 -1.9640 0.6 -0.5 0.3 0.189
H -2.7118 -2.1479 -1.9236 0.8 0.2 0.5 0.201
H 0.5868 0.0264 1.8419 1.0 -1.0 0.9 0.200
H -0.2056 -2.4401 -0.6031 -0.5 0.9 -0.8 0.257
H 0.9978 1.9660 1.6174 -0.9 -2.1 0.4 0.177
H 1.6066 0.9528 -1.2587 -0.4 -1.4 0.7 0.209
```
Forces are in eV/Å.


Entry 10:
The ion C5H7N2S with charge +1. Source: the Open Molecules 2025 dataset; level of theory: wB97M-V/def2-TZVPD.

Calculated values
Gap between HOMO and LUMO (spin up / spin down)   0.25763 / 0.25772 Ha
2S+1   1
Lowest unoccupied orbital energy (spin up / spin down)   -0.2584 / -0.2584 Ha
Total charge   +1
Energy   -702.0083 Eh
SMILES string   C1#[N+][C@H]2CC[C@@H]1SN2

```
15
Properties=species:S:1:pos:R:3:forces:R:3:nbo_charge:R:1
S -0.8818 1.7806 0.1098 0.4 0.6 0.4 0.578
N 0.6369 0.0502 -1.4819 3.9 1.4 -0.3 -0.267
N -1.6510 0.5296 -0.7881 2.5 0.8 -1.9 -0.637
C 1.4790 0.6979 -0.8889 -4.8 -1.8 -2.0 0.490
C -0.6622 -0.5268 -1.0199 -1.4 1.3 1.8 0.086
C 0.8717 1.1998 0.4028 -0.8 0.5 3.3 -0.436
C 0.7974 -0.1993 1.1515 0.3 -0.7 -1.1 -0.406
C -0.2404 -1.0595 0.3693 0.6 -0.6 -0.1 -0.446
H 0.4601 -0.1808 2.1561 -0.7 1.1 0.9 0.266
H -1.9764 0.8946 -1.7376 0.2 -0.2 1.7 0.424
H 1.3465 1.9412 1.1072 -0.3 -0.5 -1.3 0.313
H -1.1128 -1.1430 -1.7659 0.3 -1.0 -0.2 0.261
H -1.0915 -1.3956 0.9493 -0.4 0.7 0.1 0.271
H 0.1896 -1.9689 0.1083 1.2 -1.8 -0.3 0.248
H 1.8347 -0.6202 1.3280 -1.1 0.2 -1.1 0.254
```
Forces are in eV/Å.